This record from the Open Molecules 2025 dataset describes a 2-piece molecular cluster, C3H10N2O2 overall. The level of theory is ωB97M-V with the def2-TZVPD basis set.

Cartesian coordinates (Å):
N: 1.060 0.395 -2.433
C: -0.225 -0.418 -2.496
C: -1.198 0.038 -1.538
N: -0.725 -0.124 -0.252
C: -1.717 -0.080 0.878
O: -2.242 0.541 -1.954
H: 1.820 -0.240 -2.526
H: 1.165 0.804 -3.429
H: -0.725 -0.552 -3.527
H: -0.056 -1.458 -2.351
H: 0.239 0.304 -0.219
H: -2.629 -0.564 0.665
H: -1.389 -0.827 1.602
H: -1.773 0.842 1.421
H: 2.911 0.985 4.801
H: 2.457 -0.213 5.678
O: 3.026 0.567 5.681

Cartesian forces, eV/Å:
N -1.2 0.4 -3.1
C 1.3 -0.8 -3.7
C -1.5 1.8 -0.1
N -1.1 0.8 0.5
C 2.8 -0.9 0.4
O 0.4 -1.0 1.6
H 0.8 -0.9 0.6
H -0.6 -0.1 2.2
H 0.8 1.3 1.3
H 0.7 -0.9 0.9
H -1.5 -0.9 0.6
H -1.3 0.4 -1.2
H 0.7 0.2 0.3
H -0.4 0.7 -0.2
H 0.1 -0.5 0.9
H 0.1 0.2 -0.1
O -0.1 0.3 -0.8

Computed properties:
* energy above the lowest of the compared OMol25 structures with the same formula, charge and spin: 223.0 kJ/mol
* SMILES: CNC(=O)CN.O
* lowest unoccupied orbital energy: 0.5 eV
* calculated total energy: -380.2517 a.u.
* HOMO level: -9.58 eV
* total charge: 0

The Mulliken scheme yields these atomic charges, measured in e: -0.71 -0.39 0.38 -0.23 -0.91 -0.58 0.23 0.28 0.33 0.31 0.31 0.35 0.35 0.28 0.32 0.32 -0.64



This record from the Open Molecules 2025 dataset describes C25H36CdN7O as an isolated structure. The level of theory is ωB97M-V with the def2-TZVPD basis set.

Cartesian coordinates (Å):
Cd: 0.444 -0.637 -0.953
C: 0.913 -1.940 3.068
C: -0.580 -1.580 2.979
N: -1.087 -1.418 1.643
C: -2.507 -1.200 1.569
C: -2.913 -0.940 0.119
N: -2.152 0.129 -0.519
C: -2.651 1.486 -0.445
C: -2.512 2.139 0.931
C: -1.169 1.939 1.627
N: -0.017 2.171 0.774
C: 1.225 2.297 1.519
C: 1.582 1.028 2.295
N: 1.595 -0.119 1.419
C: 1.899 -1.415 2.002
H: 1.005 -3.028 3.047
H: 1.253 -1.625 4.059
H: -0.757 -0.638 3.521
H: -1.133 -2.352 3.548
H: -0.803 -2.161 0.981
H: -2.774 -0.345 2.206
H: -3.105 -2.054 1.942
H: -3.998 -0.746 0.075
H: -2.690 -1.852 -0.437
H: -2.017 -0.113 -1.491
H: -3.712 1.552 -0.742
H: -2.078 2.070 -1.170
H: -3.290 1.754 1.597
H: -2.713 3.209 0.809
H: -1.099 0.907 1.972
H: -1.147 2.597 2.515
H: -0.141 2.980 0.177
H: 1.191 3.128 2.247
H: 2.018 2.503 0.799
H: 0.849 0.857 3.089
H: 2.552 1.200 2.793
H: 2.230 0.076 0.647
H: 2.900 -1.427 2.466
H: 1.914 -2.126 1.173
O: 2.098 0.955 -1.150
C: 2.652 1.633 -2.083
C: 3.954 2.180 -1.875
C: 4.609 2.926 -2.821
C: 4.012 3.188 -4.059
C: 2.752 2.684 -4.293
C: 2.043 1.937 -3.343
C: 0.712 1.449 -3.691
N: 0.016 0.466 -3.144
C: -1.108 0.289 -3.915
C: -1.130 1.200 -4.920
N: 0.024 1.932 -4.767
H: 4.417 1.964 -0.919
H: 5.604 3.305 -2.614
H: 4.533 3.751 -4.822
H: 2.310 2.860 -5.269
H: -1.809 -0.506 -3.715
H: -1.825 1.373 -5.722
H: 0.310 2.706 -5.338
N: -0.256 -2.578 -0.792
C: 0.328 -3.555 -1.483
C: -0.194 -4.896 -1.402
C: 0.352 -5.953 -2.097
C: 1.463 -5.795 -2.931
C: 2.008 -4.516 -3.031
C: 1.477 -3.444 -2.340
H: -1.058 -5.049 -0.764
H: -0.097 -6.938 -1.992
H: 1.883 -6.632 -3.474
H: 2.875 -4.357 -3.667
H: 1.932 -2.459 -2.438

Cartesian forces, eV/Å:
Cd 0.0 0.4 0.2
C 0.0 0.1 -0.1
C 0.0 0.1 -0.1
N -0.1 -0.3 0.2
C 0.1 0.1 0.0
C 0.0 0.0 0.1
N 0.2 -0.2 -0.3
C 0.1 0.1 0.1
C 0.1 0.0 0.0
C 0.0 0.0 0.0
N -0.1 0.0 0.0
C 0.0 -0.1 0.0
C -0.2 0.0 0.0
N 0.2 0.0 -0.3
C -0.2 0.0 0.1
H 0.0 0.0 0.0
H 0.0 0.0 0.0
H 0.0 0.0 0.0
H 0.0 0.0 0.1
H 0.1 0.1 -0.1
H 0.0 0.0 0.0
H 0.0 0.0 0.0
H 0.0 0.0 0.0
H 0.0 0.0 0.0
H -0.2 0.0 0.0
H 0.0 0.0 0.0
H 0.0 0.0 0.0
H 0.0 0.0 0.0
H 0.0 0.0 0.0
H 0.0 0.0 0.0
H 0.0 0.0 0.1
H 0.0 0.0 0.0
H 0.0 0.0 0.0
H 0.0 0.0 0.0
H 0.0 0.0 0.0
H 0.0 0.0 0.0
H 0.1 0.0 0.2
H 0.0 0.0 0.0
H 0.0 0.0 0.0
O -0.2 -0.4 0.0
C 0.0 0.2 -0.2
C 0.0 -0.1 0.1
C 0.0 0.0 -0.1
C 0.1 0.0 0.0
C -0.1 0.0 0.0
C 0.1 0.0 0.1
C -0.1 -0.1 0.0
N 0.1 -0.1 0.1
C 0.0 0.0 0.1
C 0.0 0.0 0.0
N 0.0 0.0 -0.1
H 0.0 0.0 0.0
H 0.0 0.0 0.0
H 0.0 0.0 0.0
H 0.0 0.0 0.0
H 0.0 0.0 0.0
H 0.0 0.0 0.0
H 0.0 0.0 0.0
N 0.1 0.0 -0.1
C -0.1 0.0 0.1
C 0.1 0.0 -0.1
C 0.0 0.0 0.0
C 0.0 0.0 0.0
C 0.0 0.0 0.0
C 0.0 0.0 0.0
H 0.0 0.0 0.0
H 0.0 0.0 0.0
H 0.0 0.0 0.0
H 0.0 0.0 0.0
H 0.0 0.0 0.0

Computed properties:
* energy above the lowest of the compared OMol25 structures with the same formula, charge and spin: 0.0 kJ/mol
* lowest unoccupied orbital energy: 2.6 eV
* calculated total energy: -1600.5146 a.u.
* HOMO level: -2.27 eV
* total charge: -1

The Mulliken scheme yields these atomic charges, measured in e: 2.44 -0.88 -0.84 0.51 -0.97 -1.16 0.19 -1.00 -1.11 0.60 0.05 -1.00 -1.00 0.59 -1.19 0.44 0.35 0.33 0.38 0.21 0.31 0.46 0.39 0.44 0.08 0.40 0.39 0.40 0.42 -0.72 0.24 0.27 0.52 0.18 0.30 0.44 0.30 0.37 0.28 -0.55 -0.80 -0.56 -0.49 -0.81 -0.83 0.66 0.07 0.17 -0.57 -0.86 -0.07 0.42 0.38 0.37 0.26 0.50 0.44 0.19 -0.47 0.08 -0.55 -0.46 -0.50 -0.64 -0.27 0.30 0.30 0.33 0.33 0.20



This record from the Open Molecules 2025 dataset describes a 6-piece molecular cluster, CH15N2O5 overall. The level of theory is ωB97M-V with the def2-TZVPD basis set.

Cartesian coordinates (Å):
N: -0.157 -0.523 -0.600
C: -0.285 0.781 -0.835
N: 0.114 1.697 0.050
H: 0.373 -0.882 0.203
H: -0.331 -1.133 -1.406
H: -1.006 1.213 -1.520
H: -0.363 2.601 -0.031
H: 0.486 1.233 0.968
H: 1.293 -0.282 2.350
H: 0.023 0.314 2.790
O: 0.818 0.571 2.301
H: -0.444 0.101 -4.377
H: -0.950 -1.186 -4.874
O: -0.459 -0.831 -4.122
H: -1.265 -4.764 0.376
H: -1.628 -4.223 1.745
O: -1.142 -3.997 0.944
H: 0.350 5.338 1.118
H: -1.046 4.937 1.560
O: -0.438 4.873 0.815
H: 2.473 -2.250 0.783
H: 0.939 -2.750 0.983
O: 1.597 -2.014 1.106

Cartesian forces, eV/Å:
N 0.0 0.7 -1.6
C -0.8 1.0 2.8
N -0.3 -1.9 -0.4
H 0.1 0.2 -0.6
H 0.0 0.2 0.6
H 0.5 -0.8 -1.0
H 0.8 -0.1 0.4
H -0.3 1.5 -1.0
H 0.4 0.3 -0.4
H -0.1 0.6 0.0
O -0.1 -1.3 0.9
H 0.3 0.0 0.3
H 0.0 -0.5 0.2
O -0.3 0.5 -0.3
H 0.0 0.0 -0.1
H 0.1 0.1 0.0
O 0.1 0.1 0.1
H 0.0 0.0 -0.1
H 0.0 0.1 -0.1
O 0.0 -0.2 0.1
H -0.3 -0.4 -0.1
H 1.2 0.5 0.2
O -1.2 -0.3 0.1

Computed properties:
* energy above the lowest of the compared OMol25 structures with the same formula, charge and spin: 83.6 kJ/mol
* lowest unoccupied orbital energy: -2.7 eV
* calculated total energy: -532.6007 a.u.
* HOMO level: -14.37 eV
* total charge: +1

The Mulliken scheme yields these atomic charges, measured in e: -0.22 0.15 -0.30 0.26 0.24 0.36 0.23 0.31 0.30 0.37 -0.70 0.32 0.32 -0.63 0.32 0.31 -0.63 0.33 0.33 -0.65 0.30 0.34 -0.68



This record from the Open Molecules 2025 dataset describes a 4-piece molecular cluster, C15H38BrN3O7P overall. The level of theory is ωB97M-V with the def2-TZVPD basis set.

Cartesian coordinates (Å):
C: -2.099 1.683 -5.760
C: -2.924 0.752 -5.081
N: -2.350 0.195 -3.831
C: -1.378 -0.780 -4.272
N: 0.007 -0.473 -3.989
N: -1.676 -1.886 -4.946
P: -3.591 -0.500 -2.752
O: -2.838 -0.560 -1.212
Br: -5.331 0.933 -2.668
H: -1.606 2.450 -5.083
H: -1.888 1.644 -6.861
H: -3.929 0.484 -5.508
H: -0.011 0.350 -3.369
H: 0.390 -1.273 -3.469
H: -0.918 -2.566 -5.081
H: -2.620 -1.995 -5.320
H: -1.922 -0.893 -1.347
C: -1.732 -3.893 3.197
O: -2.648 -4.531 2.314
C: -3.174 -3.643 1.338
C: -2.467 -3.801 0.000
O: -1.098 -3.402 0.080
C: -0.214 -4.508 0.205
H: -1.174 -4.667 3.724
H: -1.024 -3.256 2.662
H: -2.282 -3.293 3.929
H: -3.122 -2.606 1.691
H: -4.231 -3.898 1.210
H: -2.945 -3.144 -0.726
H: -2.551 -4.828 -0.369
H: -0.087 -4.994 -0.768
H: -0.573 -5.238 0.934
H: 0.754 -4.133 0.540
C: -0.346 0.029 1.427
O: 0.038 -0.381 2.729
C: 1.169 0.339 3.216
C: 0.756 1.451 4.170
O: 0.005 2.459 3.501
C: -1.394 2.328 3.712
H: -1.351 -0.349 1.233
H: -0.360 1.117 1.327
H: 0.342 -0.399 0.689
H: 1.761 0.736 2.384
H: 1.794 -0.377 3.758
H: 1.658 1.930 4.561
H: 0.195 1.048 5.020
H: -1.654 2.697 4.708
H: -1.728 1.292 3.607
H: -1.908 2.935 2.966
C: 5.662 4.128 -0.067
O: 4.671 4.099 0.951
C: 3.359 4.314 0.443
C: 2.598 3.005 0.287
O: 3.188 2.173 -0.710
C: 4.003 1.151 -0.153
H: 6.576 3.693 0.337
H: 5.362 3.553 -0.947
H: 5.862 5.164 -0.358
H: 3.396 4.862 -0.506
H: 2.834 4.941 1.170
H: 1.580 3.229 -0.045
H: 2.530 2.476 1.243
H: 3.372 0.348 0.244
H: 4.651 1.531 0.640
H: 4.630 0.745 -0.948

Cartesian forces, eV/Å:
C -1.0 -1.4 2.0
C 1.7 2.2 -2.3
N -0.3 0.4 -1.4
C 1.7 1.0 0.3
N -3.7 -1.0 1.0
N 0.6 1.4 1.1
P -0.4 -2.0 1.8
O -0.3 0.8 -2.4
Br 1.4 0.0 0.2
H 0.4 -1.6 -1.1
H -1.2 0.8 1.1
H 1.3 -0.8 0.5
H 0.3 -0.4 -0.4
H 0.6 0.3 -0.5
H -0.7 0.3 -0.4
H 0.4 -0.4 0.3
H -0.6 0.2 0.5
C -0.1 -0.1 0.1
O 0.2 0.3 -0.2
C -0.1 -0.5 0.1
C 0.0 0.3 0.3
O -0.1 -0.1 -0.1
C 0.1 0.1 0.0
H -0.1 0.0 0.0
H 0.0 0.0 0.0
H 0.1 0.1 0.0
H 0.1 0.0 -0.1
H 0.0 0.0 -0.1
H -0.2 0.0 -0.1
H 0.0 0.0 0.1
H 0.0 -0.1 0.0
H 0.0 0.1 0.0
H -0.1 0.1 0.0
C 0.0 -0.1 0.2
O 0.0 0.3 -0.3
C -0.2 -0.2 0.4
C 0.2 0.2 -0.3
O -0.1 -0.3 0.0
C 0.0 0.1 0.0
H 0.0 -0.1 0.1
H 0.0 0.0 0.0
H 0.0 0.0 -0.1
H -0.1 0.0 0.1
H 0.0 0.0 0.0
H 0.0 0.0 0.0
H 0.0 -0.1 -0.1
H -0.1 -0.1 0.0
H 0.0 0.0 0.0
H 0.1 0.0 0.0
C 0.0 0.1 0.1
O -0.1 -0.2 -0.3
C 0.1 -0.1 0.4
C 0.0 0.3 -0.4
O 0.1 -0.1 0.2
C 0.0 0.0 -0.1
H -0.1 0.1 0.1
H 0.0 0.0 0.0
H 0.0 0.0 -0.1
H 0.0 -0.1 0.0
H 0.0 0.0 0.0
H 0.0 0.0 0.1
H 0.1 0.1 0.0
H 0.1 -0.1 0.1
H -0.1 0.0 0.0
H -0.1 0.0 0.0

Computed properties:
* energy above the lowest of the compared OMol25 structures with the same formula, charge and spin: 221.2 kJ/mol
* lowest unoccupied orbital energy: -4.8 eV
* calculated total energy: -4200.2002 a.u.
* HOMO level: -11.00 eV
* total charge: +1

The Mulliken scheme yields these atomic charges, measured in e: -0.71 -0.26 0.14 0.12 -0.44 -0.19 0.23 -0.32 -0.15 0.27 0.28 0.46 0.32 0.34 0.28 0.29 0.30 -0.60 -0.40 -0.51 -0.24 -0.17 -0.93 0.29 0.19 0.32 0.23 0.40 0.13 0.42 0.28 0.37 0.27 -0.50 -0.30 0.11 -0.65 -0.36 -0.72 0.00 0.43 0.31 -0.34 0.39 0.42 0.37 0.33 0.28 0.24 -0.71 -0.38 -0.73 0.09 -0.42 -0.68 0.24 0.31 0.32 0.34 0.40 0.35 -0.01 0.23 0.35 0.28



This record from the Open Molecules 2025 dataset describes C11H23BF4NO2P2W as an isolated structure. The level of theory is ωB97M-V with the def2-TZVPD basis set.

Cartesian coordinates (Å):
W: -0.632 0.029 -0.024
P: 0.409 -1.970 0.202
C: 0.018 -2.781 -1.491
C: -0.908 -2.002 -2.389
N: -1.038 -0.723 -2.011
C: -1.560 0.204 -2.796
C: -2.073 -0.173 -4.034
C: -2.012 -1.502 -4.473
C: -1.344 -2.417 -3.669
C: -1.466 1.619 -2.198
P: 0.082 1.858 -1.119
H: -1.219 -3.479 -3.906
H: -2.478 0.634 -4.632
H: -2.415 -1.790 -5.428
H: -1.317 2.331 -3.042
H: -2.363 1.903 -1.576
H: 0.985 -2.653 -2.000
H: -0.053 -3.872 -1.578
H: 2.600 -1.326 -2.471
O: 2.481 -1.917 -3.194
H: 3.043 -2.607 -2.747
H: 1.514 0.304 -0.771
O: 2.473 0.033 -1.132
H: 3.389 0.415 -0.994
C: 1.293 2.494 -2.302
H: 0.899 3.161 -3.057
H: 2.091 2.994 -1.772
H: 1.761 1.640 -2.770
C: -0.258 3.215 -0.008
H: 0.593 3.310 0.683
H: -0.408 4.182 -0.541
H: -1.144 3.014 0.617
C: -0.783 -2.904 1.188
H: -0.458 -3.954 1.253
H: -0.649 -2.326 2.123
H: -1.766 -2.781 0.700
C: 2.094 -2.565 0.684
H: 2.074 -2.313 1.755
H: 2.285 -3.650 0.539
H: 2.836 -1.931 0.154
F: 0.189 0.582 1.814
B: -0.505 1.065 3.511
F: 0.301 2.141 3.696
F: -1.800 1.297 3.161
F: -0.208 -0.103 4.146

Cartesian forces, eV/Å:
W -1.7 0.1 3.1
P 1.7 -6.1 -2.3
C 0.8 0.7 -0.9
C 0.9 -1.2 -0.7
N 0.8 0.0 3.0
C -0.7 1.2 -1.5
C 0.1 1.3 0.6
C 0.6 0.2 0.7
C -0.2 -0.5 1.6
C -0.7 -0.2 -0.2
P -0.1 4.2 -3.2
H 0.0 0.5 -0.2
H -0.2 -0.3 -0.3
H -0.1 0.0 -0.3
H -0.4 -0.1 0.8
H 0.5 -0.1 -0.9
H 0.2 0.3 -0.3
H -0.6 0.1 0.9
H -0.2 2.1 0.7
O 0.7 -2.2 0.8
H -0.4 0.0 -1.6
H 4.6 0.0 -0.5
O -1.5 -0.5 0.1
H -2.0 0.3 0.7
C 0.9 -1.2 0.2
H -0.6 0.2 0.1
H 0.2 0.3 0.4
H 0.1 -0.2 -0.5
C -0.4 0.3 0.9
H -0.1 0.0 -0.1
H 0.1 -0.7 0.1
H 0.1 0.2 -0.1
C 0.1 1.7 0.6
H -0.1 0.4 0.0
H -0.9 -1.0 0.4
H 0.1 -0.3 0.7
C 0.0 1.4 0.2
H 0.5 -0.2 -0.1
H -0.6 0.6 -0.1
H -0.4 -0.6 0.5
F -1.0 -1.1 -3.7
B 0.1 0.7 2.7
F -0.9 -1.3 -0.6
F 1.0 -0.4 -0.5
F -0.4 1.1 -1.2

Computed properties:
* multiplicity: 3
* energy above the lowest of the compared OMol25 structures with the same formula, charge and spin: 146.7 kJ/mol
* lowest unoccupied orbital energy (alpha / beta): -14.3 / -14.3 eV
* calculated total energy: -1811.2377 a.u.
* HOMO level (alpha / beta): -19.99 / -19.99 eV
* expectation value of S²: 2.02
* total charge: +3

The Mulliken scheme yields these atomic charges, measured in e: 1.57 0.45 -0.50 0.30 -0.10 0.91 -0.76 -0.57 -0.76 -1.30 0.78 0.52 0.51 0.51 0.64 0.41 0.08 0.71 0.29 -0.61 0.41 -0.02 -0.57 0.25 -1.30 0.49 0.45 0.44 -1.20 0.43 0.44 0.46 -1.20 0.46 0.51 0.42 -1.04 0.49 0.46 0.26 -0.56 0.58 -0.22 -0.29 -0.24